Entry 1:
Computed, not measured: a molecular structure, C17H22ClN2O6PdS2, with ωB97M-V with the def2-TZVPD basis set.

Properties
Frontier orbital gap (alpha / beta): 9.71 / 7.05 eV
⟨S²⟩: 2.005
Energy: -2606.133434 hartree
LUMO energy (alpha / beta): -2.53 / -5.18 eV
Energy relative to the best compared isomer or geometry (same formula, charge and spin): 0.4720 eV

The geometry in ORCA input format:
```
! wB97M-V def2-TZVPD RIJCOSX def2/J DEFGRID3
* xyz 1 3
Pd 0.36 0.22 -0.09
O -2.80 0.08 -5.00
C -1.54 -0.19 -5.31
O -1.18 -0.44 -6.42
C -0.54 -0.16 -4.18
C 0.81 -0.46 -4.34
Cl 1.65 -1.00 -5.70
N 1.42 -0.34 -3.14
N 0.53 0.04 -2.22
C -0.65 0.13 -2.82
C -1.82 0.54 -1.95
O -2.93 0.69 -2.43
O -1.55 0.73 -0.69
C 2.80 -0.42 -2.79
C 3.14 -1.16 -1.66
C 4.47 -1.20 -1.27
C 5.45 -0.54 -2.01
C 5.09 0.18 -3.14
C 3.76 0.25 -3.53
H -2.93 0.31 -4.05
H 2.39 -1.72 -1.13
H 4.75 -1.78 -0.39
H 6.48 -0.59 -1.70
H 5.84 0.70 -3.71
H 3.47 0.84 -4.39
C 1.62 3.53 2.76
S 0.62 2.64 1.58
C -1.01 2.97 2.22
O 0.88 1.15 1.86
H 1.44 3.14 3.76
H 1.35 4.58 2.70
H 2.66 3.39 2.47
H -1.19 4.05 2.16
H -1.08 2.62 3.25
H -1.70 2.45 1.57
C -0.15 -4.72 1.20
C 1.06 -4.03 1.80
S 0.96 -2.24 1.94
O 0.58 -1.81 0.51
C -0.54 -2.02 2.94
C -1.82 -1.85 2.12
H 0.10 -5.77 1.02
H -0.42 -4.27 0.25
H -1.00 -4.70 1.87
H 1.97 -4.19 1.21
H 1.28 -4.37 2.82
H -0.34 -1.13 3.54
H -0.59 -2.88 3.62
H -1.78 -0.94 1.52
H -2.66 -1.76 2.81
H -2.00 -2.69 1.46
*
```

Atom charges from the Mulliken analysis, given in e for atoms 1 to 4:
1 Pd 0.8422
2 O -0.5294
3 C 0.4752
4 O -0.5527


Entry 2:
Computed, not measured: 3 unconnected molecules or ions with the total composition C2ClNO2S in a non-equilibrium geometry, with ωB97M-V with the def2-TZVPD basis set.

Properties
Frontier orbital gap: 6.55 eV
Energy: -1139.740644 hartree
LUMO energy: 4.83 eV
Energy relative to the best compared isomer or geometry (same formula, charge and spin): 0.0000 eV

The geometry in ORCA input format:
```
! wB97M-V def2-TZVPD RIJCOSX def2/J DEFGRID3
* xyz -2 1
C -2.74 -0.45 -1.03
C -0.85 1.09 2.42
N -2.79 0.06 0.15
O -3.27 -0.90 -2.01
O -1.46 -0.14 -0.54
S 0.39 0.54 1.65
Cl 10.73 -0.19 -0.62
*
```

Atom charges from the Mulliken analysis, given in e for atoms 1 to 4:
1 C 0.7027
2 C -0.0081
3 N -0.6200
4 O -0.6725


Entry 3:
Computed, not measured: a molecular structure, C14H20CdF6NO11S2 in a non-equilibrium geometry, with ωB97M-V with the def2-TZVPD basis set.

Properties
Frontier orbital gap: 2.19 eV
Energy: -2990.869895 hartree
LUMO energy: -3.38 eV
Energy relative to the best compared isomer or geometry (same formula, charge and spin): 9.0705 eV

The geometry in ORCA input format:
```
! wB97M-V def2-TZVPD RIJCOSX def2/J DEFGRID3
* xyz -1 1
Cd -16.85 26.63 13.25
C -19.15 32.95 12.26
C -18.36 31.75 12.13
C -17.60 31.46 10.84
O -17.02 30.32 10.74
C -17.65 32.49 9.81
C -18.43 33.58 9.98
C -19.27 33.75 11.20
O -20.15 34.68 11.23
O -18.39 34.52 9.04
O -18.32 30.84 13.00
H -19.79 33.11 13.11
H -17.01 32.50 8.95
C -17.48 20.94 15.76
F -16.93 20.77 14.55
F -18.78 21.20 15.74
F -17.42 19.80 16.49
S -16.53 22.40 16.63
O -16.34 21.97 18.03
O -15.22 22.47 15.87
N -17.55 23.81 16.31
S -18.66 23.76 17.52
O -19.72 24.67 17.14
O -19.03 22.42 18.01
C -17.73 24.72 19.04
F -17.92 26.08 19.09
F -18.28 24.29 20.18
F -16.43 24.51 18.98
C -22.68 23.89 11.15
C -21.18 24.10 10.88
O -20.80 25.38 11.45
H -23.10 22.91 10.93
H -23.21 24.48 10.40
H -23.05 24.23 12.12
H -20.96 24.06 9.81
H -20.65 23.24 11.30
H -21.51 25.99 11.25
C -11.39 29.91 13.78
C -11.61 28.35 14.06
O -12.87 28.27 14.59
H -10.40 30.26 14.09
H -12.18 30.50 14.23
H -11.53 30.16 12.73
H -10.83 28.04 14.76
H -11.58 27.76 13.14
H -12.77 28.74 15.43
C -13.89 21.81 8.80
C -14.42 23.25 8.95
O -14.67 23.51 10.29
H -14.60 21.01 9.02
H -13.02 21.57 9.40
H -13.54 21.58 7.79
H -15.30 23.42 8.33
H -13.60 23.95 8.76
H -14.13 22.90 10.79
*
```

Atom charges from the Mulliken analysis, given in e for atoms 1 to 4:
1 Cd 0.2671
2 C -0.4029
3 C 0.4669
4 C 0.4255


Entry 4:
Computed, not measured: CH4N2S in the gas phase in a non-equilibrium geometry, with ωB97M-V with the def2-TZVPD basis set.

Properties
Frontier orbital gap (alpha / beta): 9.34 / 7.98 eV
Energy: -548.038169 hartree
LUMO energy (alpha / beta): -0.37 / -0.37 eV
Energy relative to the best compared isomer or geometry (same formula, charge and spin): 4.7263 eV

The geometry in ORCA input format:
```
! wB97M-V def2-TZVPD RIJCOSX def2/J DEFGRID3
* xyz 0 1
C -0.41 0.28 -0.54
N -0.87 -0.96 -0.03
N 0.75 0.35 0.36
S 2.14 -0.22 -0.13
H -0.11 0.30 -1.64
H -0.83 1.25 -0.58
H -1.28 -0.88 0.90
H 2.94 -0.14 1.12
*
```

Atom charges from the Mulliken analysis, given in e for atoms 1 to 4:
1 C -0.1366
2 N -0.5083
3 N -0.2809
4 S -0.0372


Entry 5:
Computed, not measured: 3 unconnected molecules or ions with the total composition C3H6N2O in a non-equilibrium geometry, with ωB97M-V with the def2-TZVPD basis set.

Properties
Frontier orbital gap: 9.74 eV
SMILES: N#CC=O.[H][H].C=N
Energy: -302.539685 hartree
LUMO energy: -0.94 eV
Energy relative to the best compared isomer or geometry (same formula, charge and spin): 4.1746 eV

The geometry in ORCA input format:
```
! wB97M-V def2-TZVPD RIJCOSX def2/J DEFGRID3
* xyz 0 1
N 0.04 -3.04 0.12
C -0.21 -2.02 0.60
C -0.53 -0.73 1.24
O -1.62 -0.24 1.16
H 0.30 -0.28 1.80
H -1.46 1.36 -0.91
H -1.95 1.22 -0.38
C 1.20 0.37 -0.75
N 0.60 1.40 -1.19
H 1.15 -0.56 -1.32
H 1.78 0.34 0.18
H 0.70 2.18 -0.55
*
```

Atom charges from the Mulliken analysis, given in e for atoms 1 to 4:
1 N -0.3188
2 C 0.3159
3 C 0.0455
4 O -0.3662


Entry 6:
Computed, not measured: C5H5NO in the gas phase in a non-equilibrium geometry, with ωB97M-V with the def2-TZVPD basis set.

Properties
Frontier orbital gap: 10.33 eV
SMILES: Oc1ccncc1
Energy: -323.469272 hartree
LUMO energy: 0.72 eV
Energy relative to the best compared isomer or geometry (same formula, charge and spin): 1.3718 eV

The geometry in ORCA input format:
```
! wB97M-V def2-TZVPD RIJCOSX def2/J DEFGRID3
* xyz 0 1
O 2.29 0.11 -0.04
C 0.94 0.13 -0.06
C 0.18 -1.06 -0.01
C -1.17 -1.10 0.06
N -1.86 0.00 -0.08
C -1.23 1.06 -0.03
C 0.17 1.23 0.01
H 2.68 -0.66 0.13
H 0.78 -1.90 -0.26
H -1.47 -2.08 0.10
H -1.92 2.01 -0.08
H 0.61 2.26 0.24
*
```

Atom charges from the Mulliken analysis, given in e for atoms 1 to 4:
1 O -0.4923
2 C 0.6474
3 C -0.2877
4 C -0.3826


What is the formula in the third record?
C14H20CdF6NO11S2